No. 1
The following is a DFT calculation (ωB97M-V/def2-TZVPD) of a gas-phase ion, C6H14N4O (charge +2) at a distorted geometry.

Results
max |F| = 3.39 eV/A
frontier orbital gap (spin up / spin down) = 7.557 / 7.570 eV

Structure (ORCA input):
```
! wB97M-V def2-TZVPD RIJCOSX def2/J DEFGRID3
* xyz 2 1
C -1.265 0.708 -0.095
C -1.325 -1.686 0.026
C 0.257 0.805 0.008
C 0.794 1.873 -0.986
C 0.593 1.173 1.460
C 2.635 -1.868 -0.256
N 0.912 -0.376 -0.475
N -1.922 -0.455 -0.035
N -2.041 -2.745 -0.003
N -1.939 1.821 -0.158
O 1.865 -0.806 0.251
H 0.386 1.718 -1.981
H 1.878 1.810 -1.056
H 0.565 2.874 -0.630
H 0.080 2.079 1.767
H 1.663 1.349 1.552
H 0.320 0.370 2.142
H 3.632 -1.488 -0.516
H 2.180 -2.322 -1.137
H 2.767 -2.584 0.559
H -2.950 -0.399 -0.032
H -1.594 -3.656 0.054
H -3.063 -2.768 -0.085
H -1.476 2.722 -0.219
H -2.954 1.852 -0.155
*
```

Atom charges from the Löwdin analysis, given in e for atoms 1 to 6: number 1, C, carries -0.21; number 2, C, carries -0.07; number 3, C, carries -0.46; number 4, C, carries 0.04; number 5, C, carries 0.03; number 6, C, carries 0.04

No. 2
The following is a DFT calculation (ωB97M-V/def2-TZVPD) of 3 unconnected molecules or ions with the total composition C22H42IN2O6 at a distorted geometry.

Results
max |F| = 3.32 eV/A
frontier orbital gap = 6.944 eV

Structure (ORCA input):
```
! wB97M-V def2-TZVPD RIJCOSX def2/J DEFGRID3
* xyz 1 1
I -8.323 -3.808 -4.025
C -6.259 -3.382 -3.510
C -5.242 -4.485 -4.016
C -4.393 -4.112 -5.294
N -4.227 -2.644 -5.544
C -4.416 -1.789 -4.341
C -3.901 -0.336 -4.500
C -2.892 0.076 -5.474
C -2.366 1.416 -5.618
N -2.788 2.413 -4.811
C -3.739 2.063 -3.924
C -4.361 0.788 -3.663
C -5.944 -1.897 -3.957
H -6.198 -3.387 -2.389
H -5.855 -5.380 -4.304
H -4.566 -4.786 -3.179
H -3.360 -4.522 -5.120
H -4.789 -4.658 -6.180
H -3.307 -2.492 -5.981
H -4.941 -2.377 -6.243
H -3.805 -2.247 -3.510
H -2.490 -0.708 -6.166
H -1.577 1.599 -6.377
H -4.092 2.893 -3.261
H -5.142 0.646 -2.881
H -6.545 -1.640 -4.872
H -6.204 -1.141 -3.176
C 1.586 4.615 2.041
O 1.271 3.385 1.418
C 0.483 2.546 2.252
C -0.272 1.527 1.416
O -1.439 2.060 0.792
C -1.212 2.924 -0.320
C -0.749 2.189 -1.566
O 0.646 1.923 -1.496
C 1.029 0.862 -2.344
H 2.171 4.450 2.951
H 2.176 5.207 1.342
H 0.672 5.170 2.277
H -0.232 3.143 2.829
H 1.159 2.027 2.940
H -0.640 0.748 2.090
H 0.377 1.037 0.688
H -0.543 3.743 -0.056
H -2.188 3.367 -0.539
H -0.920 2.818 -2.449
H -1.311 1.253 -1.671
H 0.527 -0.066 -2.048
H 2.104 0.721 -2.243
H 0.800 1.099 -3.389
C 4.420 -2.157 7.716
O 4.847 -1.141 6.833
C 6.258 -1.129 6.668
C 6.636 -0.440 5.368
O 6.475 -1.270 4.220
C 5.133 -1.501 3.799
C 4.491 -0.289 3.146
O 4.019 0.617 4.136
C 3.866 1.927 3.629
H 4.844 -2.007 8.714
H 3.333 -2.114 7.783
H 4.703 -3.143 7.332
H 6.650 -2.152 6.663
H 6.691 -0.580 7.514
H 7.705 -0.214 5.408
H 6.115 0.511 5.245
H 4.525 -1.897 4.613
H 5.204 -2.287 3.042
H 3.626 -0.608 2.550
H 5.219 0.205 2.494
H 4.831 2.320 3.290
H 3.498 2.562 4.435
H 3.144 1.940 2.808
*
```

Atom charges from the Löwdin analysis, given in e for atoms 1 to 6: number 1, I, carries 0.87; number 2, C, carries -0.71; number 3, C, carries -0.20; number 4, C, carries -0.10; number 5, N, carries 0.07; number 6, C, carries -0.23

No. 3
The following is a DFT calculation (ωB97M-V/def2-TZVPD) of 2 unconnected molecules or ions with the total composition CH9N2O at a distorted geometry.

Results
max |F| = 4.60 eV/A
frontier orbital gap = 11.130 eV

Structure (ORCA input):
```
! wB97M-V def2-TZVPD RIJCOSX def2/J DEFGRID3
* xyz 1 1
O 2.494 0.653 -1.114
H 3.124 1.494 -1.162
H 0.718 0.681 -0.653
H 3.129 -0.004 -0.986
N -0.289 0.617 -0.343
C -0.571 -0.540 0.810
N -1.949 -0.961 0.641
H -0.510 1.538 -0.062
H -1.002 0.433 -1.088
H 0.152 -1.476 0.607
H -0.339 0.050 1.741
H -2.847 -0.433 0.902
H -2.111 -2.051 0.706
*
```

Atom charges from the Löwdin analysis, given in e for atoms 1 to 6: number 1, O, carries -0.06; number 2, H, carries 0.15; number 3, H, carries 0.10; number 4, H, carries 0.02; number 5, N, carries 0.17; number 6, C, carries -0.17

No. 4
The following is a DFT calculation (ωB97M-V/def2-TZVPD) of a molecular structure, C32H27N3O4Pd.

Results
max |F| = 0.61 eV/A
frontier orbital gap (spin up / spin down) = 4.432 / 4.431 eV

Structure (ORCA input):
```
! wB97M-V def2-TZVPD RIJCOSX def2/J DEFGRID3
* xyz 0 1
Pd -1.259 -1.356 -0.243
C -1.731 -5.274 0.290
O -2.155 -5.230 1.650
C -2.274 -4.058 2.333
C -2.239 -4.192 3.715
C -2.415 -3.104 4.556
C -2.636 -1.855 4.008
C -2.659 -1.677 2.625
C -2.997 -0.367 2.079
N -2.719 -0.101 0.864
N -3.178 0.988 0.231
C -3.051 0.842 -1.090
O -2.555 -0.151 -1.695
C -3.562 1.977 -1.914
C -3.616 1.842 -3.298
C -4.081 2.886 -4.084
C -4.487 4.074 -3.494
C -4.431 4.213 -2.113
C -3.975 3.169 -1.325
C -2.481 -2.783 1.744
O -2.559 -2.672 0.427
H -1.524 -6.326 0.097
H -0.825 -4.688 0.138
H -2.504 -4.917 -0.386
H -2.076 -5.187 4.112
H -2.395 -3.242 5.629
H -2.805 -0.996 4.646
H -3.566 0.338 2.683
H -3.291 0.910 -3.739
H -4.128 2.771 -5.160
H -4.849 4.890 -4.107
H -4.750 5.139 -1.649
H -3.937 3.257 -0.248
C 1.134 -2.386 2.946
C 1.282 -2.473 1.452
N 2.519 -2.331 0.945
O 0.307 -2.660 0.730
H 2.012 -2.761 3.472
H 0.245 -2.937 3.246
H 0.989 -1.337 3.212
H 3.306 -2.119 1.532
H 2.627 -2.303 -0.055
C 0.132 -0.167 -0.754
C 1.197 0.469 -0.842
C 2.358 1.159 -0.938
C 3.291 1.078 0.191
C 2.790 0.977 1.493
C 3.654 0.827 2.562
C 5.025 0.747 2.345
C 5.530 0.832 1.054
C 4.672 1.010 -0.019
C 2.659 1.935 -2.133
C 3.527 3.033 -2.086
C 3.764 3.780 -3.225
C 3.151 3.439 -4.423
C 2.281 2.356 -4.480
C 2.028 1.614 -3.343
H 1.720 1.026 1.650
H 3.260 0.768 3.568
H 5.699 0.622 3.182
H 6.596 0.762 0.883
H 5.066 1.062 -1.025
H 3.984 3.319 -1.148
H 4.423 4.637 -3.178
H 3.343 4.024 -5.313
H 1.797 2.097 -5.411
H 1.343 0.777 -3.373
*
```

Atom charges from the Löwdin analysis, given in e for atoms 1 to 6: number 1, Pd, carries 1.02; number 2, C, carries -0.07; number 3, O, carries -0.07; number 4, C, carries -0.23; number 5, C, carries -0.03; number 6, C, carries -0.11

No. 5
The following is a DFT calculation (ωB97M-V/def2-TZVPD) of a molecular structure, C21H23Cl11CsF3I4MgN2OS at a distorted geometry.

Results
max |F| = 5.18 eV/A
frontier orbital gap = 0.971 eV

Structure (ORCA input):
```
! wB97M-V def2-TZVPD RIJCOSX def2/J DEFGRID3
* xyz 0 1
C 4.625 -2.505 3.011
C 4.737 -0.981 2.578
C 3.310 -0.273 2.473
O 2.304 -1.325 2.368
C 1.196 -0.947 1.644
C 1.210 -0.828 0.178
C 2.578 -1.104 -0.533
I 3.315 -3.110 -0.846
C 3.269 0.014 -0.935
C 4.652 -0.119 -1.694
I 2.513 2.022 -0.595
C -0.046 -0.448 -0.647
C 0.093 -0.343 -2.192
C 0.528 -1.739 -2.878
C -0.539 -2.330 -3.881
Cl -1.276 -3.853 -3.206
C -1.309 -0.158 0.033
C -2.679 0.248 -0.597
I -3.347 -1.100 -2.195
C -2.835 1.784 -0.964
C -2.408 2.197 -2.418
I -1.735 3.083 0.412
C -1.264 -0.269 1.531
N -2.359 -0.046 2.439
S -1.867 -0.304 4.051
N -0.232 -0.737 3.861
C -0.063 -0.664 2.440
H 5.627 -2.933 3.309
H 3.963 -2.618 3.920
H 4.263 -3.155 2.163
H 5.378 -0.462 3.341
H 5.269 -0.888 1.587
H 3.272 0.436 1.610
H 3.134 0.271 3.441
H 5.426 -0.608 -1.045
H 4.461 -0.747 -2.603
H 4.926 0.914 -2.027
H -0.765 0.131 -2.723
H 0.981 0.338 -2.377
H 1.460 -1.545 -3.493
H 0.841 -2.497 -2.104
H -1.297 -1.570 -4.213
H -0.005 -2.643 -4.826
H -3.444 0.065 0.215
H -3.932 2.039 -0.865
H -1.285 2.149 -2.479
H -2.936 1.655 -3.242
H -2.667 3.293 -2.538
C -5.826 -1.085 5.303
Cl -7.017 0.207 5.173
Cl -4.569 -0.927 4.058
H -5.357 -1.036 6.283
H -6.327 -2.042 5.179
C 0.538 3.248 3.800
Cl 0.658 1.588 3.191
Cl 1.206 3.321 5.445
Cl 1.452 4.341 2.739
Cl -1.163 3.746 3.836
Cs -2.511 -2.927 3.379
F 2.172 0.738 5.319
C -2.425 1.245 -6.511
Cl -1.095 1.138 -5.343
Cl -3.282 2.805 -6.291
Cl -1.757 1.166 -8.171
Cl -3.548 -0.083 -6.280
Mg -2.293 3.502 -8.471
F 0.822 5.002 6.748
F -4.720 -1.733 -7.871
*
```

Atom charges from the Löwdin analysis, given in e for atoms 1 to 6: number 1, C, carries -0.12; number 2, C, carries -0.18; number 3, C, carries -0.18; number 4, O, carries -0.10; number 5, C, carries -0.19; number 6, C, carries -0.14

No. 6
The following is a DFT calculation (ωB97M-V/def2-TZVPD) of C4H5NO in the gas phase at a distorted geometry.

Results
SMILES = N#CC[C@H]1CO1
max |F| = 1.16 eV/A
frontier orbital gap = 11.617 eV

Structure (ORCA input):
```
! wB97M-V def2-TZVPD RIJCOSX def2/J DEFGRID3
* xyz 0 1
N -2.339 -0.773 -1.114
C -1.609 -0.592 -0.235
C -0.663 -0.391 0.866
C 0.677 0.183 0.430
C 1.032 0.455 -0.963
O 0.649 1.500 -0.078
H -0.512 -1.352 1.369
H -1.113 0.292 1.595
H 1.481 -0.013 1.142
H 2.081 0.455 -1.258
H 0.315 0.235 -1.753
*
```

Atom charges from the Löwdin analysis, given in e for atoms 1 to 6: number 1, N, carries 0.15; number 2, C, carries -0.22; number 3, C, carries -0.12; number 4, C, carries -0.31; number 5, C, carries -0.10; number 6, O, carries -0.03

No. 7
The following is a DFT calculation (ωB97M-V/def2-TZVPD) of a gas-phase ion, C3H3O2 (charge +1) at a distorted geometry.

Results
max |F| = 5.52 eV/A
frontier orbital gap = 11.043 eV

Structure (ORCA input):
```
! wB97M-V def2-TZVPD RIJCOSX def2/J DEFGRID3
* xyz 1 1
C -0.388 -0.812 0.045
C -0.643 0.410 -0.441
C 1.183 0.526 0.497
O 0.743 -0.681 0.736
O 0.377 1.237 -0.180
H -0.753 -1.759 0.158
H -1.370 0.844 -1.050
H 2.114 1.115 1.078
*
```

Atom charges from the Löwdin analysis, given in e for atoms 1 to 6: number 1, C, carries 0.05; number 2, C, carries 0.03; number 3, C, carries -0.04; number 4, O, carries 0.19; number 5, O, carries 0.21; number 6, H, carries 0.14

No. 8
The following is a DFT calculation (ωB97M-V/def2-TZVPD) of a molecular structure, C4H7GaO2 at a distorted geometry.

Results
max |F| = 6.35 eV/A
frontier orbital gap (spin up / spin down) = 7.379 / 4.557 eV

Structure (ORCA input):
```
! wB97M-V def2-TZVPD RIJCOSX def2/J DEFGRID3
* xyz 2 1
C -0.812 0.046 -0.505
C -0.485 -0.448 0.842
C 0.571 0.492 0.250
C 1.777 -0.084 -0.213
O 2.860 0.525 -0.380
Ga 3.537 1.977 -0.168
H -1.433 0.950 -0.593
H -0.605 -0.585 -1.372
H -0.195 -1.494 0.950
H -1.024 -0.008 1.683
H 0.611 1.520 0.616
H 1.761 -1.151 -0.496
O -3.018 -1.099 -0.637
H -3.545 -0.641 0.024
*
```

Atom charges from the Löwdin analysis, given in e for atoms 1 to 6: number 1, C, carries -0.01; number 2, C, carries -0.05; number 3, C, carries -0.16; number 4, C, carries -0.08; number 5, O, carries -0.07; number 6, Ga, carries 1.33